88
Properties=species:S:1:pos:R:3 method="wB97M-V/def2-TZVPD" e_homo_ev=-9.87 lumo_energy_ev=-4.169 max_force_ev_per_a=1.2 total_energy_ev=-97470.7071 gap_ev=5.70 total_charge=+1
N -0.0972 -1.4893 3.6626
C -0.3834 -2.3188 2.5456
O 0.3630 -3.1519 2.1332
C -1.7662 -2.1089 1.9757
C -1.8774 -1.0416 0.8725
C -1.2778 -1.2726 -0.5197
C 0.2431 -1.4902 -0.5225
C 1.0348 -0.5192 0.3595
C 2.3584 -0.0887 -0.2985
Cl 2.4939 1.6789 -0.4014
C -1.5875 0.0460 -1.3096
N -1.5282 -0.0037 -2.7652
P -0.4874 0.9484 -3.7038
O 0.9432 0.4943 -3.0476
Cl -0.7015 2.7572 -2.7464
C -2.0626 -1.1703 -3.4270
C -1.5785 -2.4313 -2.7484
N -1.9593 -2.4398 -1.2784
Cl -1.4249 -4.0384 -0.6958
P -3.7770 -2.4909 -1.1668
O -4.3628 -1.1689 -1.3182
O -4.0267 -3.2402 0.1816
O -4.1532 -3.5427 -2.2691
H 0.4246 -0.6617 3.3889
H 0.5130 -2.0245 4.2757
H -2.1541 -3.0761 1.6896
H -2.3856 -1.7553 2.7984
H -2.9281 -0.7786 0.7711
H -1.4152 -0.1328 1.2536
H 0.5851 -1.3488 -1.5430
H 0.4970 -2.5045 -0.2268
H 0.4853 0.3948 0.5699
H 1.2821 -0.9696 1.3157
H 2.4612 -0.5071 -1.2919
H 3.2122 -0.4220 0.2813
H -2.5606 0.4163 -0.9931
H -0.8665 0.7866 -0.9785
H 1.6109 1.1962 -3.1182
H -3.1500 -1.1316 -3.5324
H -1.6699 -1.2032 -4.4449
H -1.9527 -3.3471 -3.1893
H -0.4957 -2.4717 -2.8007
H -4.7536 -2.7986 0.6552
H -4.4048 -3.0734 -3.0823
C -4.8350 -0.7283 7.1387
C -3.6184 -0.0552 6.5232
N -3.8349 0.3769 5.1518
C -2.6108 0.7612 4.4753
C -1.8446 1.9906 4.9819
C -4.9827 1.2456 4.9411
C -5.0416 2.5644 5.7229
H -5.1709 -1.5631 6.5220
H -4.5800 -1.1139 8.1258
H -5.6682 -0.0374 7.2668
H -2.7932 -0.7725 6.5086
H -3.3003 0.7673 7.1822
H -2.8448 0.9088 3.4125
H -1.9380 -0.0982 4.5160
H -2.3354 2.9244 4.7124
H -0.8472 2.0128 4.5352
H -1.7158 1.9705 6.0638
H -5.8830 0.6721 5.1709
H -5.0459 1.4559 3.8698
H -4.7697 2.4286 6.7701
H -6.0583 2.9593 5.6990
H -4.3904 3.3274 5.2994
C 5.5564 1.0017 -2.1134
C 6.1640 0.6579 -3.4621
N 5.2269 0.8590 -4.5557
C 5.6759 0.2829 -5.8133
C 6.9373 0.8600 -6.4656
C 4.6377 2.1856 -4.6397
C 5.5788 3.3895 -4.7761
H 4.6311 0.4425 -1.9675
H 6.2436 0.7410 -1.3075
H 5.3343 2.0640 -2.0168
H 6.4428 -0.3989 -3.4641
H 7.1005 1.2230 -3.5855
H 4.8476 0.3415 -6.5247
H 5.8382 -0.7846 -5.6358
H 6.7556 1.8317 -6.9222
H 7.2767 0.1906 -7.2574
H 7.7555 0.9635 -5.7527
H 4.0227 2.3389 -3.7469
H 3.9330 2.1804 -5.4756
H 6.4277 3.3212 -4.0951
H 5.0393 4.3070 -4.5345
H 5.9634 3.4991 -5.7882

***

104
Properties=species:S:1:pos:R:3 method="wB97M-V/def2-TZVPD" e_homo_ev="-17.19 / -17.79" lumo_energy_ev="-10.581 / -13.520" de_lowest_kcal_mol=24.9 s_squared=8.806 max_force_ev_per_a=1.3 total_energy_ev=-165974.0716 gap_ev="6.60 / 4.27" total_charge=+4 multiplicity=6
Ir -0.0753 -0.1574 -1.3629
I 2.1522 -0.2932 -3.0974
C 3.4077 1.3822 -2.7777
C 4.7571 1.0454 -2.8158
C 5.7295 2.0296 -2.7775
C 5.3392 3.3631 -2.7568
C 3.9803 3.7203 -2.7481
C 3.6574 5.0890 -2.8428
C 2.3374 5.5024 -2.9239
C 1.3360 4.5584 -2.8012
C 1.6020 3.1871 -2.6244
P 0.0574 2.2644 -2.1698
C -0.6355 3.4564 -0.9669
C -1.8890 4.0497 -1.0988
C -2.3146 4.9783 -0.1574
C -1.4990 5.3199 0.9127
C -0.2460 4.7324 1.0451
C 0.1812 3.7975 0.1178
C -0.9411 2.3358 -3.6764
C -0.3914 2.6811 -4.9111
C -1.1938 2.6989 -6.0431
C -2.5360 2.3604 -5.9559
C -3.0839 1.9936 -4.7305
C -2.2900 1.9669 -3.5966
C 2.9459 2.7230 -2.7008
H 5.0581 0.0100 -2.9041
H 6.7762 1.7557 -2.8060
H 6.0768 4.1570 -2.7665
H 4.4649 5.8105 -2.8913
H 2.0904 6.5473 -3.0572
H 0.3075 4.8961 -2.8242
H -2.5213 3.8333 -1.9457
H -3.2794 5.4531 -0.2788
H -1.8380 6.0458 1.6400
H 0.3988 5.0151 1.8674
H 1.1653 3.3503 0.2238
H 0.6568 2.9422 -4.9938
H -0.7678 2.9835 -6.9960
H -3.1543 2.3734 -6.8432
H -4.1299 1.7239 -4.6638
H -2.7145 1.6512 -2.6485
C 1.1425 -6.1589 -1.5169
C 0.4898 -4.9360 -2.0775
C -0.2937 -4.9958 -3.2326
C -0.9137 -3.8548 -3.7166
C -0.7215 -2.6914 -3.0041
Br -1.5650 -1.0570 -3.5124
N 0.0314 -2.5814 -1.9204
C 0.6319 -3.6905 -1.4718
H 0.3917 -6.8413 -1.1143
H 1.8498 -5.9215 -0.7246
H 1.6709 -6.7025 -2.3003
H -0.4158 -5.9333 -3.7615
H -1.5186 -3.8597 -4.6129
H 1.2572 -3.5694 -0.5960
C 0.4538 -1.6334 3.2758
P 0.7356 -1.5059 1.4266
C -0.6313 -0.3375 0.9437
C -0.8128 0.9198 1.5639
C -1.9996 1.6065 1.4263
C -3.0508 1.0711 0.6760
C -2.9163 -0.1676 0.0751
C -1.7133 -0.8792 0.1925
C 2.2534 -0.4798 1.4723
C 3.4060 -1.0927 1.9705
C 4.6031 -0.3984 2.0341
C 4.6642 0.9225 1.6084
C 3.5288 1.5365 1.1020
C 2.3337 0.8333 1.0140
P -0.4468 -3.1768 3.7438
C -0.9014 -3.0892 5.4544
C -0.1955 -2.2856 6.3706
C -0.6124 -2.2337 7.6816
C -1.6854 -3.0216 8.1087
C -2.3644 -3.8490 7.2138
C -1.9588 -3.9127 5.8989
C -1.9327 -3.2587 2.7148
C -3.0678 -2.5213 3.0669
C -4.1968 -2.5964 2.2667
C -4.2088 -3.4145 1.1431
C -3.0792 -4.1451 0.7947
C -1.9385 -4.0699 1.5797
H -0.1135 -0.7763 3.6450
H 1.4304 -1.6550 3.7602
H -0.0185 1.3371 2.1721
H -2.1268 2.5636 1.9162
H -3.9886 1.6073 0.6049
H -3.7541 -0.6163 -0.4435
H -1.6976 -1.9263 -0.0894
H 3.3765 -2.1254 2.3018
H 5.4860 -0.8862 2.4254
H 5.5952 1.4702 1.6756
H 3.5652 2.5801 0.8092
H 1.4485 1.3310 0.6278
H 0.6609 -1.7028 6.0580
H -0.0961 -1.5951 8.3853
H -1.9712 -3.0121 9.1525
H -3.1912 -4.4563 7.5554
H -2.4548 -4.5862 5.2108
H -3.0698 -1.9035 3.9561
H -5.0798 -2.0336 2.5412
H -5.1129 -3.5068 0.5550
H -3.1009 -4.8018 -0.0653
H -1.0670 -4.6665 1.3364

***

30
Properties=species:S:1:pos:R:3 method="wB97M-V/def2-TZVPD" e_homo_ev=-9.16 lumo_energy_ev=0.259 de_lowest_kcal_mol=9.1 max_force_ev_per_a=1.7 total_energy_ev=-33689.3927 gap_ev=9.42 total_charge=0
C -0.8498 0.3167 -4.4285
C -2.1803 0.2247 -3.7849
O -3.0224 -0.0628 -4.9123
C -2.2715 -0.6899 -5.8374
O -2.7331 -1.2217 -6.8026
O -0.9525 -0.6203 -5.5133
H -0.0206 0.0873 -3.7567
H -0.6168 1.3066 -4.8346
H -2.4644 1.2234 -3.4416
H -2.2721 -0.4844 -2.9631
C 1.6206 0.1738 5.5904
C 2.7258 -0.3492 4.6650
O 2.4839 0.3634 3.4327
C 1.3826 1.1265 3.5650
O 0.7387 1.5640 2.6608
O 1.0646 1.2782 4.8710
H 1.9766 0.5919 6.5352
H 0.9036 -0.6038 5.8560
H 2.4689 -1.3884 4.4599
H 3.7428 -0.1763 4.9960
C -0.3602 1.0287 -0.6593
S -0.5472 -0.7900 -0.7994
O -1.9675 -1.0307 -0.3843
C 0.4108 -1.4381 0.6142
H -0.7994 1.5307 -1.5229
H 0.6544 1.4283 -0.6226
H -0.9269 1.2968 0.2308
H 1.4392 -1.0745 0.5600
H 0.3051 -2.5190 0.6339
H 0.0669 -1.0918 1.5926

***

106
Properties=species:S:1:pos:R:3 method="wB97M-V/def2-TZVPD" e_homo_ev=-4.30 lumo_energy_ev=-0.362 de_lowest_kcal_mol=84.0 max_force_ev_per_a=4.9 total_energy_ev=-105469.8391 gap_ev=3.94 total_charge=-1
Ba 0.8595 -1.3454 0.3614
C 3.2520 -0.1780 3.3959
C 3.4683 -1.6734 3.1359
C 4.1540 -1.9656 1.7872
N 3.1925 -2.3952 0.7906
C 3.4924 -3.3288 -0.0841
C 4.6052 -4.2086 0.0141
C 5.1576 -5.1125 -0.8802
C 4.9115 -5.2987 -2.2289
C 3.9019 -4.6682 -2.9599
C 2.8405 -3.9420 -2.4850
C 2.4738 -3.5608 -1.1508
N 1.2480 -3.3161 -0.8075
C 0.1425 -3.6081 -1.6847
C -1.1776 -3.3197 -0.9641
C -1.2136 -3.8584 0.4706
N -0.7067 -2.8750 1.3986
C -0.7351 -3.0933 2.6830
C -1.1678 -4.3440 3.2264
C -1.4655 -4.7600 4.5028
C -1.4576 -4.0437 5.6969
C -1.0704 -2.7222 5.8341
C -0.5529 -1.8354 4.9058
C -0.2780 -1.9356 3.5142
N 0.3307 -0.9875 2.8366
C 0.7402 0.2388 3.4886
C 2.0492 0.1422 4.2880
H 3.0908 0.3232 2.4409
H 4.1599 0.2436 3.8376
H 2.5030 -2.1781 3.1289
H 4.0598 -2.1003 3.9493
H 4.9596 -2.6845 1.9450
H 4.6398 -1.0534 1.4137
H 5.0745 -4.2273 0.9888
H 5.9592 -5.7175 -0.4658
H 5.5594 -5.9820 -2.7655
H 3.9191 -4.8333 -4.0326
H 2.1281 -3.6009 -3.2288
H 0.1736 -4.6617 -1.9949
H 0.1779 -2.9959 -2.5958
H -1.9895 -3.7548 -1.5463
H -1.3558 -2.2418 -0.9358
H -0.6137 -4.7800 0.5167
H -2.2474 -4.1217 0.7343
H -1.2944 -5.1150 2.4779
H -1.7858 -5.7945 4.5866
H -1.7786 -4.5639 6.5917
H -1.1528 -2.3178 6.8393
H -0.3072 -0.8728 5.3349
H -0.0508 0.6219 4.1471
H 0.8848 0.9871 2.6965
H 1.9555 -0.6118 5.0734
H 2.2038 1.1126 4.7715
C 0.2642 3.1911 -4.7093
C 1.4657 3.0960 -4.0245
C 1.4784 2.9697 -2.6425
C 0.2787 2.9025 -1.9408
C -0.9255 2.9670 -2.6396
C -0.9334 3.1300 -4.0133
P 0.0837 2.7937 -0.1174
C -0.4642 4.5361 0.1647
C 0.0783 5.6158 -0.5319
C -0.3018 6.9098 -0.2180
C -1.2368 7.1413 0.7841
C -1.7894 6.0737 1.4718
C -1.4060 4.7755 1.1603
C 1.8138 2.9490 0.4737
C 2.3466 4.0366 1.1509
C 3.6633 4.0147 1.5882
C 4.4829 2.9159 1.3462
C 3.9806 1.8164 0.6951
C 2.6362 1.8020 0.2937
H 0.2601 3.2886 -5.7871
H 2.4017 3.1301 -4.5685
H 2.4275 2.9253 -2.1225
H -1.8604 2.8672 -2.0993
H -1.8761 3.1811 -4.5421
H 0.7978 5.4377 -1.3220
H 0.1350 7.7449 -0.7519
H -1.5302 8.1543 1.0290
H -2.5171 6.2490 2.2542
H -1.8372 3.9311 1.6856
H 1.7439 4.9162 1.3288
H 4.0584 4.8721 2.1183
H 5.5086 2.9202 1.6898
H 4.5859 0.9402 0.5047
O 2.6346 -0.2779 -0.5817
N 1.9705 0.6902 -0.1815
S -6.1423 -0.7564 -6.2705
C -4.9428 -0.4626 -5.1614
S -3.3439 -1.1304 -5.3272
C -2.8479 -0.4034 -3.7554
N -3.8278 0.2588 -3.2320
N -4.9805 0.2420 -3.9969
C -6.1025 0.8724 -3.3955
C -7.1296 1.4561 -4.1323
C -8.2131 2.0179 -3.4731
C -8.2784 2.0259 -2.0893
C -7.2297 1.4877 -1.3580
C -6.1455 0.9171 -2.0011
S -1.2872 -0.6006 -3.1806
H -7.0882 1.4721 -5.2064
H -9.0136 2.4545 -4.0572
H -9.1347 2.4550 -1.5837
H -7.2567 1.5037 -0.2756
H -5.3214 0.4988 -1.4432

***

32
Properties=species:S:1:pos:R:3 method="wB97M-V/def2-TZVPD" e_homo_ev="-1.48 / -6.85" lumo_energy_ev="1.936 / 1.891" s_squared=0.752 max_force_ev_per_a=8.3 total_energy_ev=-83331.5069 gap_ev="3.42 / 8.74" total_charge=-1 multiplicity=2
Li -0.0931 -0.3883 0.6078
Li 0.9828 0.0809 2.8296
N -0.7119 0.7322 2.0512
S -0.7074 2.3551 1.6658
O -0.3619 3.2108 2.8126
O -1.6437 2.8992 0.6431
F 0.7483 2.3672 0.9362
S -2.1716 0.6960 2.5123
O -3.1626 0.9053 1.4651
O -2.4263 1.2201 3.8177
F -2.1972 -0.9510 2.7452
N 1.5923 -1.0107 1.2556
S 1.6647 -2.7569 1.3978
O 2.8843 -3.4267 1.8981
O 0.8393 -3.4312 0.3390
F 0.6145 -2.7975 2.6584
S 2.9483 -1.0033 0.5208
O 2.9474 -1.6401 -0.8182
O 4.1300 -1.0350 1.3500
F 2.7760 0.6141 0.0413
C -3.0116 0.7680 -1.9808
O -1.8414 0.6137 -2.7859
C -0.6804 0.1877 -2.3791
O -0.6047 -0.4432 -1.3411
O 0.2774 0.5651 -3.2776
C 1.5631 -0.0718 -3.3682
H -3.5622 -0.1255 -1.6863
H -3.7774 1.2200 -2.6113
H -2.8461 1.4772 -1.1699
H 1.5400 -0.9919 -2.7843
H 2.4064 0.4907 -2.9677
H 1.8847 -0.3301 -4.3772

***

20
Properties=species:S:1:pos:R:3 method="wB97M-V/def2-TZVPD" e_homo_ev=-9.34 lumo_energy_ev=0.674 de_lowest_kcal_mol=43.8 max_force_ev_per_a=2.4 total_energy_ev=-10952.8710 gap_ev=10.02 total_charge=0 smiles="C=NCC.O.O.O"
C -1.9498 -1.9329 0.3343
N -1.2038 -0.9081 0.4156
C 0.1168 -1.0003 1.0698
C 0.0655 -1.1259 2.5949
H -1.5393 -2.9117 0.0658
H -2.9944 -1.7036 0.5295
H 0.4001 0.0555 1.0499
H 0.8376 -1.6359 0.5527
H -0.3106 -2.0849 2.9572
H -0.5350 -0.3566 3.0717
H 1.1016 -0.9549 2.8879
O 2.7090 2.0408 -0.3485
H 2.1071 1.8062 -1.0604
H 3.0028 2.9455 -0.4278
O -1.4575 1.3581 -1.8412
H -2.3358 1.6946 -1.6496
H -1.3088 0.5973 -1.2663
O 1.3690 1.6067 -2.8069
H 1.5201 0.9264 -3.4296
H 0.4055 1.5836 -2.6990

***

13
Properties=species:S:1:pos:R:3 method="wB97M-V/def2-TZVPD" e_homo_ev="-15.04 / -13.60" lumo_energy_ev="-6.676 / -7.549" de_lowest_kcal_mol=135.0 max_force_ev_per_a=4.3 total_energy_ev=-8702.6516 gap_ev="8.37 / 6.05" total_charge=+1
C 2.7716 -0.3947 -0.0044
C -0.9382 1.2685 0.1619
C -0.7935 -1.0301 0.1998
C 0.1079 -0.4526 -0.8686
N 3.8378 -0.2857 0.3563
N -1.4095 0.1471 0.7510
N -0.0689 0.8778 -0.7633
H -1.0799 2.3412 0.1071
H -1.6762 -1.6349 -0.2299
H -0.3944 -1.7944 0.8974
H 1.1968 -0.8243 -0.8598
H -1.7928 0.1054 1.6669
H 0.2393 1.6768 -1.4141

***

17
Properties=species:S:1:pos:R:3 method="wB97M-V/def2-TZVPD" e_homo_ev=-8.22 lumo_energy_ev=1.008 de_lowest_kcal_mol=31.6 max_force_ev_per_a=1.3 total_energy_ev=-7863.1842 gap_ev=9.23 total_charge=0 smiles=CNC[C@@H](C)O
C -1.9788 0.9473 -0.1288
N -0.9662 1.1101 0.8747
C 0.3634 0.5841 0.6901
C 0.5495 -0.3744 -0.4773
C 2.0426 -0.6162 -0.6473
O -0.0912 -1.6352 -0.3007
H -2.9116 1.2311 0.2988
H -1.8537 1.5867 -1.0120
H -2.0755 -0.0957 -0.4245
H -1.0489 1.8466 1.5442
H 0.8168 0.1249 1.5786
H 1.0813 1.4114 0.5534
H 0.1409 0.1140 -1.3617
H 2.2356 -1.3605 -1.4195
H 2.5694 -0.9764 0.2394
H 2.5559 0.3021 -0.9459
H -0.1768 -1.7765 0.6419

***

35
Properties=species:S:1:pos:R:3 method="wB97M-V/def2-TZVPD" e_homo_ev=-4.31 lumo_energy_ev=2.993 de_lowest_kcal_mol=269.4 max_force_ev_per_a=8.3 total_energy_ev=-28787.6508 gap_ev=7.31 total_charge=-1
I -0.4525 -0.0980 -0.3818
C -1.6152 3.2900 -0.1350
C -2.1047 2.2147 -1.1610
O -2.6254 1.1692 -0.4337
H -2.4362 3.4436 0.5653
H -1.3305 4.2419 -0.5834
H -0.7656 2.9936 0.4802
H -1.3777 1.7346 -1.8160
H -2.9223 2.5960 -1.7729
H -1.8389 0.6411 -0.2780
C -0.1425 -4.3883 -0.0226
C -0.2671 -2.8653 0.1642
O -1.5944 -2.4625 0.4277
H -0.8704 -4.7263 -0.7601
H -0.3939 -4.9694 0.8646
H 0.8467 -4.4982 -0.4670
H 0.0282 -2.4191 -0.7854
H 0.4770 -2.3962 0.8079
H -1.6309 -1.5150 0.2777
C 1.4328 -0.8887 2.1122
O 2.1386 -1.3762 2.9400
N 0.2923 -1.4162 1.6839
N 1.6629 0.2203 1.4801
H -0.2502 -0.8063 1.0890
H -0.0251 -2.2782 2.1038
H 2.4216 0.7382 1.8999
H 1.0168 0.5574 0.7808
C 1.8050 2.0943 -1.0878
O 2.5237 3.1012 -0.9748
N 0.8832 1.9607 -1.9749
N 1.9861 1.0108 -0.3309
H 0.2712 1.1597 -1.9119
H 0.6896 2.6729 -2.6644
H 1.4587 0.1672 -0.5050
H 2.7091 1.0964 0.3690

***

16
Properties=species:S:1:pos:R:3 method="wB97M-V/def2-TZVPD" e_homo_ev="-12.87 / -12.43" lumo_energy_ev="-5.818 / -5.399" de_lowest_kcal_mol=75.7 max_force_ev_per_a=4.1 total_energy_ev=-27897.5997 gap_ev="7.05 / 7.03" total_charge=+1
C 3.1146 0.3794 -0.6066
C 2.1777 1.2947 0.2137
C 0.3503 -0.4534 0.3153
N -0.6391 -1.2039 0.4555
N -2.9806 -0.3702 0.0774
S 3.3138 -1.2642 0.1994
S 0.5014 1.1107 -0.0501
H 2.6450 0.0662 -1.5725
H 4.1061 0.7858 -0.7854
H 2.3169 1.2140 1.3637
H 2.4007 2.3395 0.0825
H -1.7524 -1.0151 0.3576
H -0.5071 -2.2021 0.6714
H -2.5635 0.0323 -0.7294
H -3.3738 0.4196 0.5691
H -3.7549 -0.9749 -0.3137

***

19
Properties=species:S:1:pos:R:3 method="wB97M-V/def2-TZVPD" e_homo_ev=-12.39 lumo_energy_ev=-8.862 max_force_ev_per_a=2.3 total_energy_ev=-17730.1972 gap_ev=3.53 total_charge=+1
C -1.5562 -0.3834 2.1895
In 0.3071 -1.4126 1.4196
F 1.3979 -2.0481 2.8966
C 1.2777 0.3366 0.3587
C 1.1183 0.0254 -1.0850
C -0.0873 0.6613 -1.7008
O -0.8220 -0.2126 -2.4766
H -1.7825 0.4051 1.5033
H -2.3323 -1.1237 2.2238
H -1.2556 0.0189 3.1339
H -0.1235 -2.7715 0.4037
H 2.3027 0.3798 0.6838
H 0.8296 1.2795 0.6120
H 2.0568 0.3734 -1.5070
H 1.0064 -1.0408 -1.2701
H 0.3154 1.5116 -2.3647
H -0.7309 1.0915 -0.9349
H -1.7286 -0.2839 -2.1504
Pd -0.1928 3.1936 -1.9355

***

15
Properties=species:S:1:pos:R:3 method="wB97M-V/def2-TZVPD" e_homo_ev=-8.15 lumo_energy_ev=-0.160 de_lowest_kcal_mol=88.6 max_force_ev_per_a=4.2 total_energy_ev=-25709.5446 gap_ev=7.99 total_charge=0
C 1.0466 -0.9604 1.9015
C -2.3141 0.5156 -0.6813
C 1.5580 -0.1612 0.7515
N 0.6905 1.1345 -1.4120
O -1.2811 0.2100 0.1746
S 0.3545 -0.2529 -0.5344
I 2.8694 -1.4936 -0.5862
H 0.1283 -0.3935 2.1745
H 0.5608 -2.0285 1.7440
H 1.8035 -1.2117 2.6109
H -2.6260 1.5661 -0.3458
H -1.8957 0.6421 -1.7635
H -3.2493 -0.0218 -0.6180
H 0.8241 1.0010 -2.4311
H 1.5304 1.4544 -0.9847